{"formula": "C63H46NP2Ru", "method": "the ωB97M-V functional and the def2-TZVPD basis", "symbols": ["Ru", "C", "C", "C", "C", "C", "C", "C", "C", "C", "C", "C", "C", "C", "C", "C", "N", "H", "H", "H", "H", "H", "H", "H", "H", "H", "H", "C", "C", "C", "C", "C", "C", "P", "C", "C", "C", "C", "C", "C", "C", "C", "C", "C", "C", "C", "C", "C", "C", "C", "H", "H", "H", "H", "H", "H", "H", "H", "H", "H", "H", "H", "H", "H", "H", "H", "C", "C", "C", "C", "C", "C", "C", "C", "H", "H", "H", "H", "H", "C", "C", "C", "C", "C", "C", "P", "C", "C", "C", "C", "C", "C", "C", "C", "C", "C", "C", "C", "H", "H", "H", "H", "H", "H", "H", "H", "H", "H", "H", "H", "H", "H", "H"], "xyz": [[0.525, -0.431, -0.685], [1.741, -4.148, 3.334], [3.112, -4.548, 2.773], [3.219, -4.080, 0.630], [2.414, -3.137, -0.211], [1.564, -2.194, 0.255], [0.943, -3.218, 2.478], [2.432, -3.191, -1.664], [2.666, -4.301, -2.516], [2.505, -4.167, -3.894], [1.937, -3.017, -4.418], [1.645, -2.674, -5.767], [1.037, -1.517, -6.122], [0.630, -0.416, -5.194], [1.212, -0.605, -3.789], [1.455, -2.050, -3.428], [2.072, -2.033, -2.167], [1.482, -4.320, 4.369], [3.680, -5.191, 3.444], [3.937, -4.592, -0.015], [-0.053, -3.070, 2.896], [3.000, -5.238, -2.097], [2.817, -4.968, -4.552], [1.922, -3.380, -6.540], [0.838, -1.339, -7.171], [0.950, 0.538, -5.623], [2.059, 0.057, -3.594], [-3.001, 5.701, -2.011], [-1.638, 5.585, -2.217], [-0.984, 4.400, -1.924], [-1.681, 3.316, -1.409], [-3.061, 3.426, -1.261], [-3.716, 4.611, -1.540], [-0.887, 1.592, -1.203], [0.757, 2.310, -0.631], [0.697, 3.283, 0.364], [1.845, 3.707, 1.015], [3.070, 3.140, 0.707], [3.143, 2.151, -0.264], [2.000, 1.730, -0.936], [-1.495, 1.288, -3.005], [-2.200, 2.130, -3.890], [-2.237, 1.796, -5.255], [-1.650, 0.690, -5.785], [-0.942, -0.285, -4.928], [-1.502, -1.682, -4.984], [-1.065, -2.562, -4.090], [-0.103, -2.184, -3.036], [0.027, -0.653, -2.767], [-0.962, 0.136, -3.483], [-3.511, 6.627, -2.236], [-1.082, 6.418, -2.623], [0.081, 4.316, -2.101], [-3.625, 2.559, -0.939], [-4.788, 4.679, -1.409], [-0.257, 3.712, 0.635], [1.770, 4.462, 1.784], [3.962, 3.464, 1.223], [4.094, 1.699, -0.507], [2.112, 1.035, -1.775], [-2.677, 3.042, -3.583], [-2.744, 2.488, -5.913], [-1.667, 0.510, -6.850], [-2.223, -1.913, -5.753], [-1.433, -3.579, -4.079], [-0.213, -2.831, -2.157], [-1.814, 1.504, 0.350], [-2.110, 1.958, 1.442], [-2.539, 2.729, 2.551], [-2.033, 2.574, 3.840], [-2.374, 3.474, 4.834], [-3.227, 4.532, 4.562], [-3.750, 4.685, 3.286], [-3.411, 3.793, 2.288], [-1.354, 1.765, 4.056], [-1.965, 3.348, 5.827], [-3.476, 5.242, 5.338], [-4.420, 5.505, 3.066], [-3.797, 3.916, 1.288], [1.635, 1.265, 5.723], [1.738, 1.975, 4.538], [1.227, 1.434, 3.374], [0.614, 0.184, 3.369], [0.530, -0.530, 4.562], [1.026, 0.021, 5.732], [0.245, -0.515, 1.714], [1.424, -1.985, 1.742], [1.073, -4.660, 2.069], [2.432, -5.079, 1.504], [3.945, -3.558, 1.923], [3.869, -2.110, 2.226], [2.746, -1.411, 2.163], [-1.419, -1.246, 1.865], [-1.885, -1.901, 0.723], [-3.148, -2.458, 0.699], [-3.978, -2.332, 1.803], [-3.539, -1.646, 2.922], [-2.266, -1.105, 2.958], [2.041, 1.673, 6.637], [2.228, 2.939, 4.516], [1.310, 1.974, 2.442], [0.091, -1.516, 4.582], [0.952, -0.537, 6.655], [0.192, -5.273, 1.954], [2.486, -6.127, 1.216], [4.994, -3.867, 1.923], [4.797, -1.603, 2.457], [2.782, -0.337, 2.317], [-1.230, -1.953, -0.161], [-3.495, -2.977, -0.182], [-4.969, -2.760, 1.786], [-4.194, -1.523, 3.772], [-1.941, -0.563, 3.833]], "lowdin_spin": [1.371, 0.000, 0.000, -0.003, -0.001, -0.176, -0.001, 0.004, -0.003, 0.005, -0.009, 0.002, -0.003, -0.001, 0.003, -0.005, -0.055, 0.000, 0.000, -0.001, 0.000, -0.001, 0.000, 0.000, 0.000, 0.000, 0.001, 0.000, 0.000, 0.000, -0.007, 0.000, 0.000, -0.074, -0.016, -0.006, 0.015, -0.001, 0.017, 0.004, -0.032, -0.009, -0.002, -0.001, -0.004, -0.008, 0.001, -0.005, -0.026, -0.004, 0.000, 0.000, 0.000, 0.000, 0.000, -0.001, 0.001, 0.000, 0.001, 0.004, 0.000, 0.000, 0.000, 0.000, 0.000, 0.003, -0.014, 0.005, 0.001, 0.001, 0.000, 0.001, 0.000, 0.001, 0.000, 0.000, 0.000, 0.000, 0.000, 0.000, 0.000, 0.000, -0.003, -0.001, 0.000, 0.002, -0.019, 0.000, 0.002, 0.000, -0.004, -0.003, 0.005, 0.030, 0.003, 0.001, 0.000, 0.000, 0.000, 0.000, 0.000, 0.000, 0.000, 0.000, 0.000, 0.000, 0.000, 0.000, 0.018, 0.000, 0.000, 0.000, 0.000], "lumo_energy_ev": [-1.97, -2.03], "multiplicity": 2, "relative_energy_ev": 13.585, "gap_ev": [3.5, 3.5], "charge": 0, "homo_ev": [-5.47, -5.51]}

---

{"formula": "C63H50AuClO3P3Si", "method": "the ωB97M-V functional and the def2-TZVPD basis", "symbols": ["Au", "C", "C", "C", "C", "C", "C", "P", "C", "C", "C", "C", "C", "C", "C", "C", "C", "C", "C", "C", "Si", "C", "C", "C", "C", "C", "C", "P", "C", "C", "C", "C", "C", "C", "C", "C", "C", "C", "C", "C", "C", "C", "C", "C", "C", "C", "P", "C", "C", "C", "C", "C", "C", "C", "C", "C", "C", "C", "C", "H", "H", "H", "H", "H", "H", "H", "H", "H", "H", "H", "H", "H", "H", "H", "H", "H", "H", "H", "H", "H", "H", "H", "H", "H", "H", "H", "H", "H", "H", "H", "H", "H", "H", "H", "H", "H", "H", "H", "H", "H", "H", "C", "C", "C", "C", "Cl", "C", "C", "C", "O", "C", "C", "O", "O", "H", "H", "H", "H", "H", "H", "H", "H"], "xyz": [[-0.331, -0.133, -0.028], [-0.406, -6.446, -1.222], [0.629, -5.788, -1.870], [1.015, -4.517, -1.465], [0.362, -3.901, -0.398], [-0.667, -4.575, 0.254], [-1.055, -5.838, -0.155], [0.846, -2.258, 0.203], [2.493, -2.028, -0.528], [2.560, -1.355, -1.748], [3.755, -1.287, -2.446], [4.892, -1.903, -1.936], [4.834, -2.561, -0.717], [3.642, -2.613, -0.007], [0.915, -2.522, 2.015], [1.613, -3.624, 2.510], [1.646, -3.887, 3.869], [0.944, -3.072, 4.747], [0.210, -2.004, 4.254], [0.175, -1.704, 2.889], [-0.795, -0.189, 2.321], [-0.077, 1.385, 3.033], [-0.659, 2.077, 4.098], [-0.130, 3.272, 4.560], [0.999, 3.804, 3.958], [1.591, 3.141, 2.895], [1.060, 1.947, 2.427], [1.848, 1.078, 1.023], [2.553, 2.211, -0.203], [2.062, 2.168, -1.504], [2.633, 2.943, -2.502], [3.704, 3.772, -2.205], [4.202, 3.826, -0.910], [3.635, 3.045, 0.085], [3.313, 0.356, 1.834], [4.530, 0.229, 1.167], [5.630, -0.319, 1.808], [5.522, -0.780, 3.112], [4.310, -0.673, 3.781], [3.217, -0.101, 3.151], [-2.666, -0.288, 2.482], [-3.290, -0.149, 3.728], [-4.669, -0.101, 3.852], [-5.466, -0.215, 2.721], [-4.878, -0.411, 1.483], [-3.489, -0.436, 1.348], [-2.781, -1.019, -0.242], [-3.510, -0.150, -1.650], [-4.458, 0.859, -1.525], [-4.911, 1.532, -2.650], [-4.415, 1.208, -3.904], [-3.460, 0.209, -4.034], [-3.003, -0.461, -2.911], [-3.525, -2.692, -0.268], [-3.701, -3.371, 0.942], [-4.291, -4.623, 0.972], [-4.710, -5.223, -0.209], [-4.539, -4.560, -1.413], [-3.955, -3.300, -1.445], [-0.702, -7.437, -1.544], [1.143, -6.263, -2.695], [1.819, -4.018, -1.988], [-1.146, -4.124, 1.112], [-1.858, -6.347, 0.362], [1.673, -0.887, -2.163], [3.798, -0.761, -3.390], [5.824, -1.858, -2.484], [5.721, -3.024, -0.304], [3.623, -3.107, 0.954], [2.113, -4.303, 1.830], [2.207, -4.736, 4.240], [0.954, -3.279, 5.810], [-0.343, -1.386, 4.956], [-1.555, 1.696, 4.572], [-0.605, 3.791, 5.383], [1.414, 4.741, 4.306], [2.454, 3.581, 2.416], [1.215, 1.537, -1.749], [2.226, 2.918, -3.505], [4.144, 4.386, -2.981], [5.040, 4.470, -0.675], [4.064, 3.064, 1.079], [4.625, 0.566, 0.142], [6.575, -0.389, 1.284], [6.382, -1.211, 3.609], [4.218, -1.017, 4.804], [2.291, 0.013, 3.700], [-2.691, -0.090, 4.630], [-5.122, 0.015, 4.828], [-6.544, -0.186, 2.808], [-5.510, -0.587, 0.621], [-4.829, 1.145, -0.550], [-5.647, 2.319, -2.545], [-4.764, 1.743, -4.778], [-3.062, -0.039, -5.009], [-2.229, -1.215, -3.018], [-3.400, -2.911, 1.876], [-4.433, -5.126, 1.921], [-5.177, -6.199, -0.187], [-4.876, -5.014, -2.336], [-3.856, -2.790, -2.394], [-0.891, 3.810, -5.236], [-0.136, 4.622, -4.223], [0.949, 5.405, -4.581], [1.620, 6.159, -3.628], [3.001, 7.108, -4.108], [1.223, 6.145, -2.309], [0.149, 5.349, -1.925], [-0.528, 4.606, -2.878], [-1.614, 3.814, -2.613], [-2.047, 3.714, -1.267], [-1.168, 2.736, -0.490], [-0.470, 3.086, 0.446], [-1.286, 1.513, -0.928], [-0.364, 3.805, -6.190], [-1.891, 4.218, -5.397], [-1.024, 2.782, -4.897], [1.276, 5.431, -5.613], [1.760, 6.726, -1.572], [-0.114, 5.296, -0.878], [-3.063, 3.327, -1.315], [-2.059, 4.685, -0.772]], "lowdin_spin": [0.572, 0.014, -0.001, 0.014, 0.022, 0.012, -0.001, 0.143, 0.025, 0.015, 0.001, 0.001, 0.002, 0.005, 0.005, 0.002, -0.001, 0.002, 0.009, 0.036, 0.230, 0.036, 0.016, 0.000, 0.011, 0.002, 0.022, 0.167, 0.023, 0.004, 0.000, 0.001, 0.001, 0.006, 0.021, 0.017, -0.001, 0.018, -0.001, 0.016, 0.044, 0.010, 0.002, 0.001, 0.004, 0.018, 0.184, 0.017, 0.010, 0.000, 0.007, -0.001, 0.010, 0.027, 0.016, -0.001, 0.018, -0.001, 0.018, 0.001, 0.000, 0.001, 0.000, 0.000, 0.012, 0.000, 0.000, 0.000, 0.000, 0.000, 0.000, 0.000, 0.002, 0.001, 0.000, 0.001, 0.000, 0.004, 0.000, 0.000, 0.000, 0.000, 0.001, 0.000, 0.001, 0.000, 0.001, 0.001, 0.000, 0.000, 0.000, 0.000, 0.000, 0.000, 0.000, 0.003, 0.001, 0.000, 0.001, 0.000, 0.001, 0.000, 0.000, 0.000, 0.000, 0.000, 0.000, 0.000, 0.000, 0.000, 0.005, 0.008, 0.003, 0.103, 0.000, 0.000, 0.000, 0.000, 0.000, 0.000, 0.000, 0.001], "lumo_energy_ev": [-1.96, -4.18], "multiplicity": 3, "gap_ev": [6.7, 5.7], "charge": 1, "homo_ev": [-8.69, -9.86]}

---

> What is the formula in the second record?

C63H50AuClO3P3Si